*1*
{"formula": "C3H3O2P", "method": "ωB97M-V/def2-TZVPD", "species": ["C", "C", "C", "O", "O", "P", "H", "H", "H"], "xyz": [[-0.162, -1.189, -0.447], [-0.296, 0.763, 1.410], [0.222, 0.257, -0.821], [-0.478, 1.398, 2.382], [-0.205, 1.209, 0.218], [-0.277, -1.712, 1.099], [-0.012, -1.757, -1.380], [1.268, 0.265, -0.758], [-0.060, 0.766, -1.703]], "nbo_charge": [-0.71, 0.73, -0.10, -0.55, -0.49, 0.47, 0.23, 0.20, 0.21], "multiplicity": 1, "homo_ev": -8.8, "lumo_energy_ha": -0.0040, "gap_ev": 8.7}

***

*2*
{"formula": "C3H3O2P", "method": "ωB97M-V/def2-TZVPD", "species": ["C", "C", "C", "O", "O", "P", "H", "H", "H"], "xyz": [[0.512, 0.892, 0.021], [-1.945, -0.021, 0.141], [0.971, -0.523, 0.069], [-2.839, -0.723, 0.038], [0.089, -1.441, 0.332], [-1.134, 1.451, 0.204], [1.303, 1.477, -0.154], [1.063, -0.461, -1.032], [1.980, -0.651, 0.381]], "nbo_charge": [-0.33, 0.46, -0.10, -0.38, -0.71, 0.41, 0.20, 0.26, 0.19], "multiplicity": 1, "homo_ev": [-8.6, -8.6], "lumo_energy_ha": [-0.0450, -0.0450], "gap_ev": [7.3, 7.4]}

***

The least stable of them is *2*.

***

*1*
{"formula": "C3H4I2", "method": "ωB97M-V/def2-TZVPD", "species": ["C", "C", "C", "I", "I", "H", "H", "H", "H"], "xyz": [[-0.760, 0.034, -0.555], [-1.022, -0.016, 0.769], [1.458, 0.020, -0.741], [2.185, -1.707, 0.179], [2.200, 1.761, 0.173], [-0.782, -0.786, -1.198], [-1.092, 0.807, -1.209], [-1.327, 0.774, 1.253], [-0.860, -0.889, 1.329]], "nbo_charge": [-0.39, -0.27, -0.50, 0.19, 0.18, 0.21, 0.21, 0.18, 0.19], "multiplicity": 1, "homo_ev": [-8.3, -8.3], "lumo_energy_ha": [-0.0510, -0.0509], "gap_ev": [6.9, 6.9]}

***

*2*
{"formula": "C3H4I2", "method": "ωB97M-V/def2-TZVPD", "species": ["C", "C", "C", "I", "I", "H", "H", "H", "H"], "xyz": [[-0.606, -0.188, 0.694], [-0.599, 0.151, -0.734], [0.691, -0.012, -0.071], [1.778, 1.852, -0.013], [2.109, -1.823, -0.049], [-0.662, 0.632, 1.347], [-0.871, -1.210, 1.161], [-0.997, -0.595, -1.409], [-0.844, 1.194, -0.927]], "nbo_charge": [-0.47, -0.50, -0.24, 0.15, 0.11, 0.22, 0.25, 0.24, 0.24], "multiplicity": 1, "homo_ev": -9.4, "lumo_energy_ha": -0.0204, "gap_ev": 8.8}

***

The least stable of them is *1*.

***

*1*
{"formula": "C14H18N2O4S", "method": "ωB97M-V/def2-TZVPD", "species": ["C", "C", "O", "O", "C", "O", "C", "C", "H", "O", "C", "N", "C", "N", "C", "C", "C", "C", "C", "C", "H", "H", "C", "H", "H", "H", "H", "H", "H", "S", "H", "H", "H", "H", "H", "H", "H", "H", "H"], "xyz": [[1.401, -2.351, 1.958], [1.271, -0.891, 1.648], [0.283, -0.220, 1.808], [2.413, -0.413, 1.134], [2.457, 0.968, 0.772], [3.714, 1.474, 0.991], [4.710, 1.089, 0.033], [4.120, 0.242, -1.087], [3.859, -0.759, -0.725], [2.980, 0.887, -1.629], [1.988, 1.176, -0.700], [0.742, 0.482, -0.966], [0.562, -0.832, -1.248], [-0.715, -1.295, -1.201], [-1.890, -0.632, -0.820], [-2.213, 0.639, -1.287], [-3.389, 1.246, -0.883], [-4.273, 0.606, -0.025], [-3.958, -0.678, 0.407], [-2.787, -1.293, 0.017], [-2.553, -2.289, 0.363], [-4.640, -1.200, 1.062], [-5.532, 1.275, 0.432], [-5.401, 1.661, 1.444], [-5.790, 2.107, -0.218], [-6.360, 0.570, 0.450], [-3.624, 2.233, -1.253], [-1.570, 1.137, -1.997], [-0.775, -2.302, -1.282], [1.739, -1.918, -1.653], [-0.060, 0.925, -0.530], [1.746, 2.249, -0.801], [4.820, 0.155, -1.917], [5.127, 2.018, -0.369], [5.492, 0.536, 0.563], [1.772, 1.510, 1.440], [1.597, -2.886, 1.030], [0.486, -2.713, 2.417], [2.247, -2.510, 2.622]], "nbo_charge": [-0.73, 0.82, -0.62, -0.53, 0.33, -0.51, -0.10, -0.12, 0.22, -0.50, 0.24, -0.64, 0.30, -0.62, 0.21, -0.28, -0.19, -0.03, -0.18, -0.24, 0.21, 0.21, -0.63, 0.22, 0.22, 0.22, 0.21, 0.23, 0.42, -0.26, 0.41, 0.19, 0.21, 0.18, 0.19, 0.20, 0.26, 0.23, 0.24], "multiplicity": 1, "homo_ev": -8.1, "lumo_energy_ha": 0.0252, "gap_ev": 8.8, "smiles": "CC(=O)O[C@H]1OCCO[C@H]1NC(=S)Nc1ccc(C)cc1"}

***

*2*
{"formula": "C14H18N2O4S", "method": "ωB97M-V/def2-TZVPD", "species": ["C", "C", "C", "C", "C", "O", "N", "C", "N", "C", "C", "C", "C", "C", "C", "O", "C", "H", "H", "H", "H", "H", "C", "O", "O", "H", "H", "H", "S", "H", "H", "H", "H", "H", "H", "H", "H", "H", "H"], "xyz": [[-5.614, -1.408, 2.342], [-5.180, -0.240, 1.465], [-3.732, -0.394, 1.006], [-3.296, 0.778, 0.117], [-1.865, 0.598, -0.318], [-1.543, 0.225, -1.431], [-0.957, 0.869, 0.667], [0.434, 0.791, 0.615], [0.953, 0.301, -0.518], [2.313, 0.080, -0.803], [3.127, -0.524, 0.145], [4.451, -0.831, -0.138], [4.965, -0.548, -1.403], [4.167, 0.056, -2.346], [2.841, 0.401, -2.067], [2.184, 0.999, -3.093], [1.131, 1.918, -2.862], [1.167, 2.617, -3.699], [0.154, 1.427, -2.862], [1.274, 2.472, -1.932], [4.544, 0.294, -3.327], [5.991, -0.800, -1.619], [5.327, -1.471, 0.862], [6.492, -1.733, 0.685], [4.705, -1.752, 2.018], [5.333, -2.155, 2.637], [2.721, -0.770, 1.112], [0.269, 0.076, -1.244], [1.262, 1.351, 1.923], [-1.295, 1.217, 1.555], [-3.922, 0.811, -0.775], [-3.407, 1.718, 0.662], [-3.081, -0.458, 1.882], [-3.626, -1.325, 0.445], [-5.285, 0.693, 2.024], [-5.831, -0.180, 0.591], [-6.646, -1.282, 2.659], [-5.534, -2.345, 1.796], [-4.988, -1.474, 3.229]], "nbo_charge": [-0.60, -0.39, -0.38, -0.49, 0.71, -0.62, -0.64, 0.28, -0.62, 0.11, -0.15, -0.21, -0.13, -0.26, 0.31, -0.50, -0.26, 0.20, 0.19, 0.19, 0.23, 0.24, 0.78, -0.60, -0.69, 0.50, 0.25, 0.45, -0.21, 0.43, 0.24, 0.22, 0.20, 0.21, 0.20, 0.20, 0.21, 0.20, 0.20], "multiplicity": 1, "homo_ev": -8.5, "lumo_energy_ha": 0.0128, "gap_ev": 8.9, "smiles": "CCCCC(=O)NC(=S)Nc1cc(C(=O)O)ccc1OC"}

***

The least stable of them is *1*.

***

*1*
{"formula": "C5H8N3O2", "method": "ωB97M-V/def2-TZVPD", "species": ["C", "C", "C", "C", "C", "N", "N", "N", "O", "O", "H", "H", "H", "H", "H", "H", "H", "H"], "xyz": [[-0.688, -0.913, 0.098], [-1.756, -0.089, -0.083], [0.575, -0.409, 0.109], [-1.038, -2.441, 0.158], [1.901, 1.330, -0.932], [0.750, 1.862, 1.029], [0.714, 1.089, -0.154], [-2.758, 0.433, -0.406], [-3.859, 0.981, -0.678], [1.664, -0.946, 0.260], [-2.119, -2.654, 0.051], [-0.757, -2.882, 1.126], [-0.400, -3.098, -0.464], [2.780, 0.937, -0.574], [1.664, 1.171, -1.978], [2.035, 2.321, -0.791], [1.487, 1.591, 1.827], [-0.194, 1.717, 1.402]], "nbo_charge": [-0.42, 0.28, 0.59, -0.61, -0.42, -0.69, -0.34, 0.08, -0.58, -0.72, 0.20, 0.19, 0.20, 0.18, 0.19, 0.19, 0.30, 0.36], "multiplicity": 1, "homo_ev": -3.1, "lumo_energy_ha": 0.1427, "total_charge": -1, "gap_ev": 7.0, "smiles": "CC(=C=N[O-])C(=O)N(C)N"}

***

*2*
{"formula": "C5H8N3O2", "method": "ωB97M-V/def2-TZVPD", "species": ["C", "C", "C", "C", "C", "N", "N", "N", "O", "O", "H", "H", "H", "H", "H", "H", "H", "H"], "xyz": [[-1.180, -1.479, -0.123], [-1.355, -0.092, 0.031], [0.197, -1.855, -0.173], [0.258, 1.718, -0.515], [2.227, -0.470, 0.458], [-0.002, 0.456, 0.175], [0.895, -0.646, -0.060], [-2.411, 0.741, 0.262], [-3.738, 0.444, 0.194], [0.832, -2.900, -0.357], [-2.087, -1.994, -0.297], [0.542, 1.357, -1.561], [-0.671, 2.233, -0.533], [1.096, 2.353, -0.147], [3.076, -0.220, -0.299], [2.106, 0.287, 1.299], [2.326, -1.530, 0.835], [-2.110, 1.597, 0.809]], "nbo_charge": [-0.57, 0.38, 0.61, -0.42, -0.44, -0.29, -0.31, -0.26, -0.74, -0.71, 0.23, 0.18, 0.21, 0.18, 0.18, 0.20, 0.24, 0.32], "multiplicity": 1, "homo_ev": -2.4, "lumo_energy_ha": 0.1303, "total_charge": -1, "gap_ev": 6.0, "smiles": "Cn1c(N[O-])cc(=O)n1C"}

***

The least stable of them is *1*.